# 1
The following is a DFT calculation (wB97M-V/def2-TZVPD) of one molecule with the formula C5H11NO2 in a non-equilibrium geometry.

```
19
Properties=species:S:1:pos:R:3:mulliken_charge:R:1
C -1.1538 0.4506 0.9635 -1.78
C -0.1014 -0.5214 0.4637 1.26
N -1.6558 -1.2317 -1.3304 -0.31
C -0.5001 -1.3553 -0.6920 -0.53
O 0.3731 -1.3354 1.5231 -0.60
H 1.2743 -1.0575 1.7364 0.42
H -2.0792 -0.3132 -1.3449 0.24
H -1.7913 -1.7692 -2.1751 0.27
H 0.0115 -2.3057 -0.8079 0.38
H -0.7390 1.0330 1.7836 0.30
H -1.4471 1.1425 0.1722 0.45
H -2.0376 -0.0770 1.3273 0.39
C 1.4538 1.6137 0.0769 -1.35
C 1.1093 0.2075 -0.4073 0.28
O 0.6640 0.0872 -1.6665 -0.75
H 1.9695 -0.4652 -0.1580 0.35
H 1.6760 1.6379 1.1478 0.28
H 0.6401 2.3053 -0.1412 0.30
H 2.3336 1.9540 -0.4710 0.41
```

Output
2S+1 = 1
Energy relative to the best compared isomer or geometry (same formula, charge and spin) = 2.991 eV
Molecular weight = 117.15 g/mol
Largest force on an atom = 2.5 eV/A
Lowest unoccupied orbital energy = 0.683 eV
HOMO energy = -8.08 eV
Charge = 0

# 2
The following is a DFT calculation (wB97M-V/def2-TZVPD) of a 2-piece molecular cluster, C5H11NO2 overall in a non-equilibrium geometry.

```
19
Properties=species:S:1:pos:R:3:mulliken_charge:R:1
N 2.0809 -1.1584 -1.1841 -0.34
C 0.7826 -1.0989 -1.5320 0.55
O 0.1127 -1.9424 -2.0686 -0.58
O 0.3271 0.2823 -1.4973 -0.47
H 2.5002 -2.0741 -1.1232 0.25
H 2.4865 -0.3878 -0.6765 0.24
H -0.2573 0.4298 -2.2718 0.38
C -2.0316 1.3682 -0.0582 -0.77
C -1.3115 0.2314 -0.1397 -0.15
C -0.3855 -0.3671 1.1815 -0.47
C 0.6136 0.6756 1.6538 -0.88
H -3.0540 1.3955 -0.4159 0.29
H -1.6641 2.2518 0.4501 0.20
H -1.7732 -0.6299 -0.6161 0.32
H -1.1658 -0.5150 1.9325 0.39
H 0.1010 -1.3370 1.0347 0.35
H 0.7746 0.6202 2.7354 0.34
H 0.2781 1.6944 1.4343 0.21
H 1.5857 0.5612 1.1611 0.14
```

Output
2S+1 = 1
Energy relative to the best compared isomer or geometry (same formula, charge and spin) = 2.663 eV
Molecular weight = 117.15 g/mol
Largest force on an atom = 4.8 eV/A
Lowest unoccupied orbital energy = 0.698 eV
HOMO energy = -8.37 eV
Charge = 0
SMILES = NC(=O)O.C=CCC

# 3
The following is a DFT calculation (wB97M-V/def2-TZVPD) of one molecule with the formula C5H11NO2 in a non-equilibrium geometry.

```
19
Properties=species:S:1:pos:R:3:mulliken_charge:R:1
C -0.1057 -0.3431 -0.4565 1.36
C 0.8718 0.4038 0.3200 -0.24
C -0.8760 -1.4348 0.2045 -1.38
C 0.0459 -0.3944 -1.9390 -1.40
N 1.4133 -0.2698 1.4859 -0.63
C -0.1708 1.5985 0.8889 -0.08
O -1.2540 1.2347 -0.3842 -0.61
O 0.2120 2.7562 0.9270 -0.65
H -2.1750 1.2668 -0.0923 0.30
H 1.5910 0.9378 -0.3055 0.32
H 2.2106 -0.8433 1.2357 0.23
H 1.7275 0.4194 2.1614 0.25
H -0.6607 1.1136 1.7581 0.36
H -1.1413 -1.1672 1.2253 0.35
H -1.7615 -1.6985 -0.3732 0.39
H -0.2303 -2.3169 0.2764 0.34
H 0.7760 -1.1777 -2.1764 0.37
H 0.4223 0.5513 -2.3253 0.40
H -0.8952 -0.6363 -2.4307 0.33
```

Output
2S+1 = 1
Energy relative to the best compared isomer or geometry (same formula, charge and spin) = 3.465 eV
Molecular weight = 117.15 g/mol
Largest force on an atom = 1.4 eV/A
Lowest unoccupied orbital energy = 0.471 eV
HOMO energy = -8.32 eV
Charge = 0

# 4
The following is a DFT calculation (wB97M-V/def2-TZVPD) of one molecule with the formula C5H11NO2 in a non-equilibrium geometry.

```
19
Properties=species:S:1:pos:R:3:mulliken_charge:R:1
C -0.4870 -1.6840 -0.3630 -1.30
C -0.6067 -0.1540 -0.4270 0.76
C -1.9728 0.3663 0.0432 -1.54
C 0.5275 0.5901 0.3659 -0.35
N 0.5089 2.0433 0.0679 -0.70
C 1.9000 0.0191 -0.0418 0.43
O 2.5397 0.3988 -1.0306 -0.61
O 2.3369 -1.0121 0.6451 -0.45
H 0.3629 -1.9666 -1.0588 0.36
H -1.4378 -2.0903 -0.7917 0.37
H -0.2944 -2.1608 0.6584 0.23
H -0.4628 0.0435 -1.4668 0.18
H -2.1420 0.2638 1.0993 0.39
H -2.0881 1.4583 -0.0192 0.40
H -2.8692 -0.0674 -0.5020 0.34
H 0.3899 0.4304 1.4103 0.59
H 0.9813 2.0978 -0.8412 0.31
H 1.0040 2.5369 0.8103 0.25
H 1.8096 -1.1131 1.4418 0.37
```

Output
2S+1 = 1
Energy relative to the best compared isomer or geometry (same formula, charge and spin) = 0.760 eV
Molecular weight = 117.15 g/mol
Largest force on an atom = 3.2 eV/A
Lowest unoccupied orbital energy = 0.520 eV
HOMO energy = -9.70 eV
Charge = 0
SMILES = CC(C)[C@H](N)C(=O)O

# 5
The following is a DFT calculation (wB97M-V/def2-TZVPD) of one molecule with the formula C5H11NO2 in a non-equilibrium geometry.

```
19
Properties=species:S:1:pos:R:3:mulliken_charge:R:1
C -1.0567 -0.9364 -2.4999 -0.90
C -1.5119 0.1753 -1.4987 -0.44
C -1.4493 -0.3219 0.0346 0.34
O -2.4497 -0.6219 0.6054 -0.57
N -0.1949 -0.3747 0.7566 -0.20
C 1.1133 0.0506 0.1973 -0.57
C 1.8416 1.2295 0.9779 -0.40
O 3.0156 0.7434 1.7327 -0.55
H -1.7046 -0.8262 -3.3551 0.31
H 0.1029 -0.8865 -2.7041 0.23
H -1.1518 -1.9923 -2.1677 0.29
H -0.8689 1.0151 -1.7031 0.35
H -2.6121 0.5159 -1.6853 0.32
H -0.1452 -0.5206 1.7461 0.22
H 1.1057 0.3849 -0.8363 0.22
H 1.7073 -0.7582 0.1730 0.42
H 1.1689 1.8016 1.6101 0.35
H 2.2467 1.9000 0.2457 0.24
H 3.3655 -0.1661 1.4088 0.33
```

Output
2S+1 = 1
Energy relative to the best compared isomer or geometry (same formula, charge and spin) = 2.115 eV
Molecular weight = 117.15 g/mol
Largest force on an atom = 4.2 eV/A
Lowest unoccupied orbital energy = 0.723 eV
HOMO energy = -9.58 eV
Charge = 0
SMILES = CCC(=O)NCCO

# 6
The following is a DFT calculation (wB97M-V/def2-TZVPD) of one molecule with the formula C5H11NO2 in a non-equilibrium geometry.

```
19
Properties=species:S:1:pos:R:3:mulliken_charge:R:1
C 1.2290 1.0212 -1.9209 -1.26
C 1.4183 -0.0344 -0.8013 -0.27
C 0.1014 -0.6544 -0.3845 0.01
N 0.1199 -1.5333 0.7842 -0.47
C 0.6297 -0.8412 1.9810 -0.77
C -0.9345 0.5017 0.0219 0.26
O -0.5979 1.4463 0.6441 -0.47
O -2.2163 0.0926 -0.2884 -0.48
H 2.0882 1.4475 -2.1966 0.48
H 0.5581 1.8476 -1.6815 0.32
H 0.8655 0.4472 -2.9237 0.24
H 1.9893 -0.8055 -1.3263 0.31
H 2.0041 0.2751 0.1040 0.18
H -0.3576 -1.0856 -1.2675 0.38
H 0.6837 -2.3709 0.5813 0.32
H 1.4344 -0.1079 1.8452 0.22
H 0.9012 -1.5692 2.7304 0.41
H -0.2398 -0.2556 2.3198 0.22
H -2.9174 0.6418 0.1031 0.36
```

Output
2S+1 = 1
Energy relative to the best compared isomer or geometry (same formula, charge and spin) = 1.458 eV
Molecular weight = 117.15 g/mol
Largest force on an atom = 4.6 eV/A
Lowest unoccupied orbital energy = 0.873 eV
HOMO energy = -9.05 eV
Charge = 0
SMILES = CC[C@@H](NC)C(=O)O

# 7
The following is a DFT calculation (wB97M-V/def2-TZVPD) of one molecule with the formula C5H11NO2 in a non-equilibrium geometry.

```
19
Properties=species:S:1:pos:R:3:mulliken_charge:R:1
C -0.8415 -0.4359 -1.8183 -1.13
C 0.0714 -0.7900 -0.6553 -0.45
C -0.2777 0.1678 0.6602 0.09
C -1.4244 -0.3699 1.4896 -1.49
N 0.8640 0.3378 1.4986 -0.34
O 2.0736 0.6867 0.8409 -0.21
C 2.0468 1.4053 -0.3143 0.12
O 1.2217 2.1904 -0.6920 -0.46
H -0.7177 -1.1464 -2.6379 0.37
H -1.8867 -0.4641 -1.5169 0.28
H -0.6215 0.5672 -2.1772 0.28
H 1.1099 -0.8414 -0.9925 0.39
H -0.1270 -1.8077 -0.3017 0.37
H -0.5213 1.1401 0.2269 0.40
H -2.3003 -0.5120 0.8541 0.35
H -1.6829 0.3419 2.2716 0.39
H -1.1690 -1.3235 1.9476 0.37
H 1.1004 -0.5114 2.0096 0.30
H 3.0824 1.3651 -0.6929 0.38
```

Output
2S+1 = 1
Energy relative to the best compared isomer or geometry (same formula, charge and spin) = 2.821 eV
Molecular weight = 117.15 g/mol
Largest force on an atom = 3.2 eV/A
Lowest unoccupied orbital energy = 0.955 eV
HOMO energy = -9.01 eV
Charge = 0
SMILES = CC[C@@H](C)NOC=O

# 8
The following is a DFT calculation (wB97M-V/def2-TZVPD) of a 2-piece molecular cluster, C5H11NO2 overall in a non-equilibrium geometry.

```
19
Properties=species:S:1:pos:R:3:mulliken_charge:R:1
C 2.5077 -0.9546 -1.2654 -0.68
N 1.4800 -0.8311 -2.2593 0.93
O 0.5523 -1.6297 -2.2564 -0.53
O 1.6177 0.0055 -3.0861 -0.52
H 2.3050 -1.8840 -0.7682 0.30
H 3.5389 -0.9723 -1.7371 0.27
H 2.4827 -0.1050 -0.5853 0.24
C -0.1262 1.0275 -0.8221 -1.49
C -0.5809 0.4815 0.3092 1.38
C -1.7587 -0.4395 0.3510 -1.33
C -0.1664 0.8492 1.6246 -1.38
H 0.5940 1.7884 -1.0342 0.48
H -0.6599 0.4518 -1.5880 0.27
H -1.4205 -1.3851 0.6950 0.32
H -2.1863 -0.4844 -0.6212 0.40
H -2.5690 -0.1169 1.0640 0.36
H 0.6276 1.6382 1.6314 0.32
H 0.3482 0.1106 2.2657 0.31
H -0.8887 1.4316 2.2466 0.35
```

Output
2S+1 = 1
Energy relative to the best compared isomer or geometry (same formula, charge and spin) = 5.090 eV
Molecular weight = 117.15 g/mol
Largest force on an atom = 5.2 eV/A
Lowest unoccupied orbital energy = 0.386 eV
HOMO energy = -9.38 eV
Charge = 0
SMILES = C[N+](=O)[O-].C=C(C)C